Here is a 2-piece molecular cluster, C2H10NO overall from the Open Molecules 2025 dataset. Energies are from ωB97M-V/def2-TZVPD.

Properties
- highest occupied orbital energy (eV) = -15.21
- net charge = +1
- relative energy (zero: lowest compared OMol25 entry of this formula, charge and spin) (kcal per mole) = 15.4
- E_LUMO (eV) = -3.77
- frontier orbital gap (eV) = 11.434

Each line ends with the natural charge from an NBO analysis.
CARTESIAN COORDINATES (ANGSTROEM)
N -1.5457 -0.3881 1.8414  -0.884
H -1.5145 0.0513 2.7654  0.446
H -0.6825 -0.0620 1.3101  0.483
H -2.4138 -0.1813 1.3536  0.446
H -1.4680 -1.3862 2.0383  0.447
C 0.3811 0.6198 -0.6435  -0.077
O 0.7379 -0.0855 0.5865  -0.779
C 1.1031 0.0795 -1.8480  -0.661
H 0.5674 1.6782 -0.4700  0.198
H -0.6657 0.4817 -0.8027  0.163
H 1.5992 -0.4955 0.4276  0.517
H 1.4709 -0.9211 -1.6577  0.219
H 1.9570 0.6606 -2.1839  0.238
H 0.4737 -0.0513 -2.7171  0.244